(1)
Here is C8H16CuO5 as an isolated structure in a non-equilibrium geometry from OMol25. Energies are from wB97M-V/def2-TZVPD.

XYZ file:
```
30
C8H16CuO5 (wB97M-V/def2-TZVPD)
C 1.652 -1.450 -2.228
H 0.674 -1.936 -2.352
H 2.137 -1.453 -3.210
H 2.347 -1.982 -1.559
O 0.596 -1.066 -0.067
C 1.291 -1.689 1.015
C 0.560 -2.958 1.368
O -0.748 -2.614 1.783
C -1.618 -3.711 1.995
C -2.970 -3.175 2.392
O -3.461 -2.341 1.356
C -4.774 -1.866 1.589
Cu -1.724 -1.083 0.430
H 1.302 -1.006 1.878
H 2.322 -1.928 0.719
H 1.100 -3.476 2.176
H 0.516 -3.627 0.492
H -1.234 -4.361 2.798
H -1.698 -4.309 1.071
H -2.894 -2.598 3.330
H -3.657 -4.021 2.558
H -5.068 -1.264 0.721
H -5.476 -2.708 1.700
H -4.810 -1.242 2.496
O 1.476 -0.020 -1.898
C 1.098 0.186 -0.595
C 0.011 1.257 -0.633
O -1.085 1.094 -0.153
H 1.928 0.554 0.042
H 0.288 2.193 -1.155
```

HOMO energy in eV: -13.01
Net charge: +1
F_max in eV/Å: 1.58
Total energy in eV: -63424.2415

---

(2)
Here is a 2-piece molecular cluster, C4H10OS overall in a non-equilibrium geometry from OMol25. Energies are from wB97M-V/def2-TZVPD.

XYZ file:
```
16
C4H10OS (wB97M-V/def2-TZVPD)
C -1.023 2.795 -0.028
C 0.301 -2.639 -0.107
C -0.356 1.722 -0.773
C 0.806 -1.245 -0.073
O 0.856 1.482 -0.864
S 0.077 -0.620 1.398
H -1.734 3.219 -0.724
H -0.366 3.602 0.430
H -1.588 2.406 0.810
H 0.959 -2.959 -0.964
H 0.468 -3.104 0.901
H -0.685 -2.501 -0.412
H -1.095 0.908 -0.902
H 0.619 -0.625 -0.714
H 1.787 -0.998 -0.018
H 0.973 -1.443 2.041
```

HOMO energy in eV: -8.61
F_max in eV/Å: 10.40
Total energy in eV: -17189.8417
SMILES: CC=O.CCS

---

no.,HOMO-LUMO gap (eV)
1,10.0
2,9.4